Computed, not measured: a cluster of 22 separate species, C3H51BFO21 in total at a distorted geometry, with ωB97M-V with the def2-TZVPD basis set.

CARTESIAN COORDINATES (ANGSTROEM)
B -0.818 -1.135 -0.733
C -0.450 0.474 -0.575
C 0.524 0.888 -1.768
C 1.799 1.639 -1.271
F 2.829 1.406 -2.247
H -0.036 -1.734 -1.439
H -1.897 -1.210 -1.279
H -0.865 -1.730 0.314
H -0.014 0.711 0.436
H -1.397 1.039 -0.641
H -0.064 1.483 -2.502
H 0.901 -0.003 -2.318
H 1.602 2.722 -1.243
H 2.086 1.198 -0.303
O -3.189 0.792 0.837
H -3.086 1.555 1.410
H -2.775 0.072 1.326
O 2.905 -0.060 -4.719
H 3.228 -0.966 -4.666
H 3.001 0.279 -3.818
O -4.129 0.862 3.447
H -4.042 0.936 4.403
H -4.984 1.259 3.256
O -2.560 2.704 -2.333
H -2.565 2.351 -3.225
H -3.280 2.238 -1.897
O 2.725 3.361 1.188
H 2.913 4.230 1.551
H 3.589 2.941 1.137
O -3.443 -3.048 -1.228
H -3.912 -3.065 -2.068
H -4.109 -2.783 -0.587
O 5.070 1.551 2.081
H 4.391 1.059 2.553
H 5.645 0.866 1.712
O 5.290 4.440 1.818
H 5.612 3.531 1.872
H 5.389 4.781 2.714
O -0.373 -2.113 2.723
H -0.837 -2.958 2.731
H 0.545 -2.350 2.571
O 5.719 6.152 4.697
H 6.078 6.730 5.375
H 4.966 5.731 5.123
O 0.991 3.182 3.851
H 0.651 2.351 4.192
H 1.132 3.009 2.909
O -2.131 -3.966 4.309
H -1.763 -3.391 4.986
H -2.886 -4.383 4.737
O -5.110 2.049 -3.482
H -5.483 1.615 -4.255
H -5.272 2.985 -3.635
O 7.012 -0.237 2.730
H 7.203 0.632 3.101
H 7.872 -0.665 2.680
O -3.865 -3.757 1.325
H -3.641 -4.627 0.983
H -3.451 -3.727 2.196
O -5.303 -3.164 3.738
H -5.684 -3.616 2.971
H -5.486 -2.234 3.577
O 0.973 -2.890 -3.756
H 0.064 -2.820 -3.435
H 0.976 -2.365 -4.560
O -1.915 -2.432 -4.767
H -2.297 -2.866 -5.535
H -2.086 -1.497 -4.912
O 3.380 3.361 -4.900
H 3.003 2.716 -4.287
H 4.159 3.686 -4.443
O -6.664 -5.400 2.687
H -6.226 -6.154 3.092
H -7.585 -5.497 2.946
O 4.016 -2.396 -6.175
H 3.660 -2.828 -6.955
H 3.841 -1.459 -6.328

Forces on the atoms, in the same order (eV/Å):
-0.3 0.3 0.0
0.7 0.0 -0.6
0.1 0.3 0.7
-2.2 -0.7 -0.9
0.4 0.4 0.3
0.5 -0.1 -0.2
-0.2 0.1 -0.2
-0.2 -0.1 0.4
0.0 0.0 -0.7
0.8 -0.1 0.0
0.6 0.0 0.4
-0.4 0.3 0.5
0.6 -0.4 0.3
0.3 0.4 -0.5
-0.5 0.2 -0.1
0.1 0.0 0.1
0.2 -0.1 -0.3
0.3 -0.1 -0.2
-0.2 -0.1 0.3
-0.2 0.0 0.1
-0.1 0.0 0.5
0.1 0.0 0.0
0.0 0.0 -0.2
0.0 0.5 0.0
0.0 -0.1 0.0
0.1 -0.2 0.1
-0.6 -0.1 0.1
0.2 0.0 0.0
0.1 0.0 0.0
-0.6 -0.6 -0.4
0.2 0.1 -0.1
0.2 0.1 0.3
0.2 0.0 -0.1
-0.1 0.1 0.0
-0.1 0.0 0.0
0.3 0.2 0.2
-0.2 -0.1 0.0
0.1 0.1 0.0
0.1 -0.1 0.9
-0.1 0.1 -0.2
0.0 0.1 -0.3
-0.1 -0.1 0.1
0.1 0.1 0.0
-0.1 0.0 0.0
0.0 0.0 0.0
-0.1 0.0 0.0
0.2 0.1 -0.1
0.0 -0.3 0.1
0.1 0.2 -0.2
-0.2 0.1 -0.1
-0.2 0.0 -0.2
0.0 -0.1 0.0
0.1 0.1 0.1
0.3 0.0 0.1
-0.1 0.0 0.1
0.0 -0.1 -0.1
-0.2 -0.3 0.5
0.2 0.1 -0.3
0.0 0.3 0.0
-0.3 0.1 0.2
0.2 -0.1 0.1
0.3 0.1 0.0
0.1 -0.3 -0.2
0.1 0.2 0.3
0.0 0.1 0.0
-0.1 0.0 -0.2
0.0 -0.1 0.0
0.1 0.1 0.3
0.0 0.0 0.0
0.0 0.0 0.0
0.0 0.0 0.1
-0.2 -0.2 -0.1
0.1 0.0 0.0
0.0 0.1 0.0
0.1 0.2 -0.1
-0.1 -0.1 0.0
0.1 0.0 0.0

Results
- Gap between HOMO and LUMO: 5.3 eV
- E: -1849.5563 Ha
- Total charge: -1